Computed, not measured: 8 unconnected molecules or ions with the total composition C47H102BF4N5O6 in a non-equilibrium geometry, with ωB97M-V/def2-TZVPD.

Geometry as XYZ:
```
165
Properties=species:S:1:pos:R:3
C 0.806 -7.286 -5.990
C 1.232 -5.860 -6.339
C 1.831 -5.186 -5.106
N 1.760 -3.682 -5.083
C 2.497 -3.213 -3.839
C 2.255 -1.749 -3.462
C 0.812 -1.318 -3.574
C 0.189 -1.732 -4.896
C 0.310 -3.225 -5.061
C 2.397 -3.128 -6.318
H -0.057 -7.296 -5.321
H 1.584 -7.867 -5.490
H 0.546 -7.815 -6.905
H 0.370 -5.353 -6.771
H 1.996 -5.891 -7.118
H 2.897 -5.409 -5.096
H 1.329 -5.497 -4.191
H 2.049 -3.796 -3.032
H 3.531 -3.467 -4.057
H 2.653 -1.583 -2.456
H 2.963 -1.143 -4.043
H 0.202 -1.635 -2.721
H 0.807 -0.229 -3.465
H -0.865 -1.479 -4.807
H 0.654 -1.167 -5.701
H -0.121 -3.794 -4.231
H -0.154 -3.620 -5.960
H 3.342 -3.650 -6.473
H 2.575 -2.067 -6.197
H 1.776 -3.348 -7.181
C -2.175 0.759 -5.762
C -2.790 0.948 -4.364
C -3.327 2.367 -4.210
N -3.050 3.048 -2.896
C -1.586 3.247 -2.646
C -0.911 4.326 -3.479
C -1.682 5.640 -3.527
C -3.134 5.380 -3.900
C -3.770 4.385 -2.971
C -3.621 2.236 -1.793
H -2.188 -0.304 -5.989
H -1.154 1.147 -5.815
H -2.714 1.319 -6.527
H -2.036 0.764 -3.594
H -3.534 0.165 -4.228
H -4.392 2.392 -4.436
H -2.858 3.036 -4.929
H -1.146 2.260 -2.793
H -1.525 3.442 -1.582
H -0.773 3.897 -4.480
H 0.078 4.512 -3.059
H -1.231 6.251 -4.309
H -1.615 6.137 -2.558
H -3.249 5.116 -4.954
H -3.658 6.336 -3.830
H -4.808 4.221 -3.269
H -3.839 4.694 -1.925
H -4.643 1.955 -2.022
H -3.534 2.749 -0.835
H -2.944 1.386 -1.710
C 2.056 0.975 8.143
C 0.688 0.311 7.983
C -0.060 0.939 6.824
N -1.425 0.385 6.509
C -2.073 1.378 5.540
C -3.336 0.854 4.917
C -3.069 -0.443 4.208
C -2.489 -1.475 5.163
C -1.245 -0.992 5.889
C -2.278 0.311 7.736
H 1.920 2.040 8.327
H 2.626 0.867 7.218
H 2.612 0.501 8.947
H 0.094 0.372 8.895
H 0.839 -0.765 7.832
H 0.508 0.892 5.898
H -0.243 1.987 7.080
H -1.314 1.678 4.816
H -2.262 2.257 6.159
H -3.643 1.598 4.171
H -4.182 0.836 5.606
H -2.419 -0.281 3.339
H -3.982 -0.885 3.794
H -2.303 -2.383 4.586
H -3.212 -1.732 5.942
H -0.393 -0.906 5.211
H -0.995 -1.655 6.717
H -2.311 1.302 8.180
H -1.801 -0.358 8.448
H -3.249 -0.068 7.444
C 2.827 6.921 0.691
C 3.008 5.665 -0.166
C 2.784 4.450 0.697
N 2.755 3.100 -0.075
C 2.675 2.045 0.960
C 2.748 0.628 0.364
C 4.016 0.487 -0.445
C 4.154 1.587 -1.498
C 3.958 2.988 -0.951
C 1.513 3.027 -0.915
H 2.933 7.794 0.052
H 3.649 6.979 1.416
H 1.892 6.928 1.238
H 4.013 5.665 -0.591
H 2.269 5.707 -0.967
H 1.808 4.484 1.184
H 3.542 4.289 1.463
H 3.552 2.069 1.614
H 1.781 2.205 1.558
H 2.582 -0.075 1.182
H 1.847 0.514 -0.251
H 4.888 0.592 0.211
H 4.042 -0.516 -0.873
H 5.151 1.470 -1.930
H 3.520 1.382 -2.371
H 4.843 3.241 -0.359
H 3.838 3.782 -1.680
H 0.728 3.479 -0.320
H 1.368 2.020 -1.277
H 1.670 3.685 -1.768
C -2.739 -3.276 1.690
C -1.251 -2.954 1.475
C -0.427 -4.203 1.329
N 1.039 -3.958 1.076
C 1.659 -3.084 2.136
C 1.720 -3.736 3.496
C 2.534 -5.025 3.403
C 1.979 -5.940 2.343
C 1.775 -5.268 0.997
C 1.242 -3.235 -0.230
H -3.322 -2.358 1.756
H -2.928 -3.844 2.599
H -3.031 -3.802 0.780
H -0.844 -2.346 2.293
H -1.090 -2.258 0.646
H -0.755 -4.775 0.456
H -0.495 -4.828 2.216
H 1.142 -2.124 2.098
H 2.666 -2.826 1.791
H 0.714 -3.908 3.893
H 2.135 -2.973 4.158
H 2.582 -5.479 4.392
H 3.566 -4.710 3.208
H 1.046 -6.414 2.665
H 2.634 -6.801 2.191
H 1.273 -5.915 0.277
H 2.750 -5.027 0.564
H 2.314 -3.081 -0.346
H 0.830 -2.233 -0.111
H 0.826 -3.879 -0.999
B -1.134 0.639 0.444
F -0.277 0.184 1.518
F -0.771 -0.138 -0.707
F -2.425 0.401 0.833
F -0.922 2.004 0.235
O -1.946 4.919 0.005
C -1.147 6.078 0.083
O 0.087 5.762 -0.122
O -1.636 7.157 0.304
H -1.137 4.439 -0.233
O -4.594 1.165 2.680
C -5.548 0.753 3.645
O -5.390 -0.471 3.963
O -6.342 1.586 4.053
H -4.128 0.327 2.615
```

energy relative to the best compared isomer or geometry (same formula, charge and spin) = 190.70 kJ/mol
net charge = +2
HOMO level = -9.687 eV
frontier orbital gap = 4.9 eV
calculated total energy = -81665.913 eV

Computed, not measured: 4 unconnected molecules or ions with the total composition H8O4, with ωB97M-V/def2-TZVPD.

Geometry as XYZ:
```
12
Properties=species:S:1:pos:R:3
O 2.065 17.873 1.956
H 1.967 18.124 1.019
H 1.582 17.045 2.043
O 1.820 18.178 -0.883
H 1.845 18.651 -1.720
H 2.459 17.454 -0.993
O 4.083 16.593 -1.954
H 4.861 17.088 -1.667
H 4.238 16.407 -2.892
O 2.739 14.077 -2.257
H 3.149 14.923 -2.007
H 1.901 14.055 -1.784
```

energy relative to the best compared isomer or geometry (same formula, charge and spin) = 71.55 kJ/mol
SMILES string = O.O.O.O
net charge = 0
HOMO level = -10.896 eV
frontier orbital gap = 11.0 eV
calculated total energy = -8319.934 eV

Computed, not measured: a single C4H5NO molecule, with ωB97M-V/def2-TZVPD.

Geometry as XYZ:
```
11
Properties=species:S:1:pos:R:3
C 2.004 0.124 0.271
C 0.569 -0.283 0.100
N -0.301 0.816 -0.123
C -1.474 0.352 -0.281
C -2.423 -0.505 -0.572
O 0.184 -1.434 0.137
H 2.623 -0.752 0.464
H 2.097 0.842 1.091
H 2.340 0.629 -0.640
H -2.407 1.028 -0.554
H -3.213 -0.818 0.108
```

energy relative to the best compared isomer or geometry (same formula, charge and spin) = 376.78 kJ/mol
net charge = 0
HOMO level = -9.608 eV
frontier orbital gap = 9.6 eV
calculated total energy = -7762.621 eV

Computed, not measured: 2 unconnected molecules or ions with the total composition C2H5BrN2O3 in a non-equilibrium geometry, with ωB97M-V/def2-TZVPD.

Geometry as XYZ:
```
13
Properties=species:S:1:pos:R:3
C 1.462 0.448 -0.215
C -1.472 -0.576 -1.020
N 0.442 -0.519 0.170
N 0.726 -1.759 0.565
O 1.916 -1.932 0.899
O -0.189 -2.494 0.653
O -1.401 0.492 -1.737
Br -2.643 -0.792 0.421
H 2.426 0.023 -0.421
H 1.140 1.082 -1.157
H 1.548 1.193 0.566
H -1.254 -1.536 -1.610
H -2.132 1.142 -1.440
```

energy relative to the best compared isomer or geometry (same formula, charge and spin) = 235.24 kJ/mol
net charge = 0
HOMO level (alpha / beta) = -9.076 / -9.076 eV
frontier orbital gap (alpha / beta) = 8.6 / 8.5 eV
calculated total energy = -81313.787 eV

Computed, not measured: a molecular structure, C28H20IPTi, with ωB97M-V/def2-TZVPD.

Geometry as XYZ:
```
51
Properties=species:S:1:pos:R:3
Ti -1.021 0.317 -0.969
I -1.691 1.621 -3.322
C -0.018 0.470 -3.872
C 0.730 0.925 -4.922
C 1.750 0.095 -5.434
C 1.948 -1.150 -4.904
C 1.174 -1.613 -3.814
C 1.309 -2.934 -3.313
C 0.524 -3.401 -2.291
C -0.390 -2.541 -1.661
C -0.543 -1.236 -2.093
C 0.190 -0.775 -3.237
H 0.531 1.882 -5.385
H 2.338 0.436 -6.275
H 2.694 -1.811 -5.329
H 2.041 -3.588 -3.772
H 0.628 -4.421 -1.944
H -0.940 -2.895 -0.799
C 1.640 -0.349 5.658
C 1.233 -1.544 5.080
C 0.757 -1.556 3.778
C 0.668 -0.358 3.067
C 1.072 0.842 3.647
C 1.565 0.839 4.943
P -0.032 -0.481 1.411
C 0.533 1.039 0.511
C 1.610 0.858 -0.374
C 2.035 1.907 -1.191
C 1.368 3.120 -1.163
C 0.276 3.305 -0.310
C -0.139 2.278 0.523
C -1.825 -0.121 1.531
C -2.559 -0.157 2.704
C -3.946 -0.026 2.644
C -4.609 0.138 1.431
C -3.891 0.170 0.245
C -2.505 0.029 0.302
H 2.023 -0.344 6.670
H 1.299 -2.469 5.638
H 0.466 -2.495 3.321
H 1.014 1.776 3.102
H 1.889 1.766 5.396
H 2.120 -0.097 -0.407
H 2.878 1.760 -1.853
H 1.689 3.928 -1.808
H -0.244 4.254 -0.291
H -0.973 2.431 1.197
H -2.057 -0.294 3.655
H -4.517 -0.057 3.564
H -5.686 0.239 1.412
H -4.407 0.291 -0.698
```

energy relative to the best compared isomer or geometry (same formula, charge and spin) = 0.00 kJ/mol
net charge = +2
HOMO level = -14.233 eV
frontier orbital gap = 6.4 eV
calculated total energy = -69848.259 eV

Computed, not measured: 13 unconnected molecules or ions with the total composition BH28O12, with ωB97M-V/def2-TZVPD.

Geometry as XYZ:
```
41
Properties=species:S:1:pos:R:3
B 0.113 0.248 -0.218
H 0.202 0.435 0.969
H -0.945 0.562 -0.692
H 0.965 0.884 -0.771
H 0.385 -0.919 -0.356
O 0.228 -2.704 -2.966
H -0.631 -2.970 -3.308
H 0.237 -1.745 -3.083
O 0.448 -0.141 3.738
H 1.372 -0.318 3.546
H -0.014 -0.895 3.360
O 0.071 0.205 -3.262
H 0.163 1.147 -3.428
H -0.045 0.149 -2.296
O 2.393 3.525 -0.115
H 2.815 2.662 -0.040
H 2.421 3.731 -1.054
O -1.589 1.523 2.471
H -0.850 1.181 1.942
H -1.530 1.052 3.305
O 3.099 -0.667 -1.220
H 2.488 -0.332 -0.550
H 2.537 -0.775 -1.993
O 0.355 -4.032 -0.496
H 0.492 -3.463 -1.274
H 0.648 -3.488 0.240
O -3.925 1.677 0.889
H -3.793 0.840 0.433
H -3.072 1.821 1.328
O -2.319 -3.148 -1.514
H -1.693 -3.768 -1.121
H -2.237 -2.367 -0.942
O -2.358 -1.251 0.572
H -2.051 -1.517 1.442
H -1.570 -0.838 0.157
O 2.904 1.659 2.623
H 3.238 1.041 3.277
H 2.003 1.376 2.426
O -0.442 3.542 -0.845
H -0.920 2.712 -0.757
H 0.407 3.364 -0.419
```

energy relative to the best compared isomer or geometry (same formula, charge and spin) = 0.00 kJ/mol
net charge = -1
HOMO level = -7.604 eV
frontier orbital gap = 9.7 eV
calculated total energy = -25703.136 eV

Question: Look up the net charge of the fourth one.
Answer: 0

Question: What is the calculated total energy in the fifth record?
Answer: -69848.259 eV